[1]
36
Properties=species:S:1:pos:R:3 method="wB97M-V/def2-TZVPD" max_force_ev_per_a=3.976 charge=+3
Rb 17.90666 21.73266 -39.71567
Rb 11.10472 21.49898 -38.41141
Rb 12.68297 18.08821 -40.91634
Rb 14.17117 24.66768 -40.08578
Rb 16.42682 18.12198 -38.16108
S 14.62691 21.06963 -40.77705
O 13.91306 20.38112 -41.86181
O 13.62285 21.64683 -39.90928
O 15.59189 20.21467 -40.02295
O 15.32134 22.23760 -41.36496
C 11.57037 20.27194 -44.14039
C 11.24636 20.96280 -42.82679
C 11.65961 22.44552 -42.72226
O 10.44819 23.11103 -42.47209
C 9.39382 22.26787 -42.42707
O 8.27241 22.56286 -42.26096
O 9.83842 20.99175 -42.62228
H 11.00051 20.69019 -44.96985
H 11.41489 19.19241 -44.17187
H 12.63365 20.42318 -44.33918
H 11.66591 20.42501 -41.96816
H 12.13444 22.77278 -43.64703
H 12.35758 22.53283 -41.88949
C 16.17861 20.75873 -44.50213
C 16.43940 21.49393 -45.79569
C 15.60402 22.76940 -45.94278
O 16.49980 23.68833 -46.54698
C 17.73804 23.17010 -46.53960
O 18.67138 23.63047 -47.09452
O 17.75626 22.06917 -45.73807
H 16.65937 19.79099 -44.33905
H 15.11798 20.47808 -44.53364
H 16.35499 21.33116 -43.59045
H 16.36189 20.76382 -46.60163
H 15.21107 23.10973 -44.97743
H 14.68687 22.69996 -46.53090

---

[2]
8
Properties=species:S:1:pos:R:3 method="wB97M-V/def2-TZVPD" max_force_ev_per_a=2.712
O 1.73161 0.04238 1.25819
C 0.46974 0.17002 0.97526
C -0.26724 -0.55569 -0.02351
O -0.65940 -1.68733 0.19904
C -0.77018 0.28963 -1.18629
O -0.40789 1.42979 -1.34015
H 1.38478 0.64258 1.99054
H -1.44633 -0.24544 -1.87927

---

[3]
16
Properties=species:S:1:pos:R:3 method="wB97M-V/def2-TZVPD" max_force_ev_per_a=5.422 charge=-1
C 0.06608 -1.25763 -3.01092
C -0.68110 -0.43413 -1.95104
O -1.61388 -0.98131 -1.35161
O -0.14053 0.68760 -1.84128
H 0.75090 -0.61804 -3.61316
H -0.54519 -1.64979 -3.72342
H 0.75545 -1.96469 -2.47408
C -0.76390 0.12508 2.22200
C 0.63183 0.43883 2.15337
O 1.47024 0.25935 3.01395
N 0.99495 1.21116 0.99179
H 1.91487 1.52805 0.80735
H 0.51452 1.19802 0.11716
H -1.36967 1.16358 2.32392
H -0.94325 -0.48634 3.08828
H -1.28638 -0.60692 1.48254

---

no.,gap between HOMO and LUMO (Ha),DFT total energy (eV)
1,0.23716,-43058.3037
2,0.30842,-9281.0708
3,0.29979,-11911.9264